The following is a quantum chemistry calculation of C3H7ClN2O in the gas phase, from OMol25.

Output
Total charge: 0
Gap between HOMO and LUMO: 9.33 eV
2S+1: 1
Structure (SMILES): CN(C)C(=O)NCl
Maximum force: 4.3 eV/A
Energy relative to the best compared isomer or geometry (same formula, charge and spin): 2.155 eV

Each line ends with the Löwdin charge.
CARTESIAN COORDINATES (ANGSTROEM)
Cl 4.52019 -0.20495 -0.08412  0.610
O 2.04501 1.50776 0.72428  0.104
N 2.79265 -0.51506 -0.21229  -0.311
N 0.33139 -0.21246 -0.26921  -0.186
C 1.95682 0.45588 0.18334  -0.503
C -0.23585 -0.69608 0.99745  -0.160
C -0.26252 0.95077 -0.91084  -0.150
H -1.38234 0.75498 -1.11337  0.111
H -0.15066 1.86468 -0.33586  0.069
H 0.18259 -1.65446 1.30437  0.057
H 0.24973 0.98562 -1.84083  0.062
H -0.20029 0.09429 1.89805  0.118
H 2.63925 -0.96072 -1.08538  0.076
H -1.34650 -1.02289 0.79450  0.103

The following is a quantum chemistry calculation of C3H7ClN2O in the gas phase, from OMol25.

Output
Total charge: 0
Gap between HOMO and LUMO: 10.51 eV
2S+1: 1
Structure (SMILES): N[C@H](/C=N\O)CCl
Maximum force: 2.7 eV/A
Energy relative to the best compared isomer or geometry (same formula, charge and spin): 1.536 eV

Each line ends with the Löwdin charge.
CARTESIAN COORDINATES (ANGSTROEM)
Cl -2.60796 -0.74675 -0.04322  0.611
O 1.46267 -1.14612 -0.81865  -0.123
N 0.96746 -1.63724 0.42249  0.025
N 0.76406 1.51741 -0.02276  0.049
C -1.38988 0.33523 -0.64599  -0.586
C -0.26676 0.56186 0.44568  -0.458
C 0.19993 -0.75329 0.95699  -0.190
H -1.89219 1.28752 -0.85894  0.074
H -0.81310 1.02364 1.30358  0.133
H 1.87861 -1.95693 -1.25465  0.130
H 1.32504 0.99289 -0.70141  0.059
H -0.78512 -0.00409 -1.51569  0.087
H -0.18389 -1.08330 1.91815  0.109
H 1.34112 1.60916 0.81443  0.078

The following is a quantum chemistry calculation of 2 unconnected molecules or ions with the total composition C3H7ClN2S, from OMol25.

Output
Total charge: 0
Gap between HOMO and LUMO: 8.90 eV
2S+1: 1
Maximum force: 6.3 eV/A
Energy relative to the best compared isomer or geometry (same formula, charge and spin): 3.859 eV

Each line ends with the Löwdin charge.
CARTESIAN COORDINATES (ANGSTROEM)
Cl -2.05160 -1.33039 -0.72800  0.540
S 2.94705 -0.64440 -0.81264  0.502
N 0.99549 -1.22408 0.93631  0.030
N 1.35072 0.23709 -0.74364  -0.333
C -0.70041 0.57230 0.44174  -0.270
C -1.86323 0.48192 -0.64599  -0.513
C 0.52804 -0.17214 0.35054  -0.603
H 2.79731 -1.70276 0.70169  0.113
H 0.10693 -1.48017 1.28068  0.025
H -1.56656 1.14989 -1.67290  0.157
H 1.67945 1.19371 -0.72748  0.036
H -0.99647 0.34336 1.43904  0.101
H -2.78688 0.88843 -0.13399  0.074
H -0.43985 1.68723 0.31463  0.141

The following is a quantum chemistry calculation of 2 unconnected molecules or ions with the total composition C3H7ClNO, from OMol25.

Output
Total charge: +1
Gap between HOMO and LUMO (spin up / spin down): 7.51 / 9.12 eV
2S+1: 1
Maximum force: 5.3 eV/A
Energy relative to the best compared isomer or geometry (same formula, charge and spin): 4.748 eV

Each line ends with the Löwdin charge.
CARTESIAN COORDINATES (ANGSTROEM)
Cl 3.16061 -0.30820 0.03855  0.664
O -0.31078 -1.13582 0.95053  0.016
N -1.58582 0.64100 0.16183  0.219
C -0.46768 -0.13080 0.01340  -0.378
C 1.96238 0.90238 0.03434  -0.456
C -0.25822 -1.45705 -0.46055  -0.071
H -2.45267 0.04790 0.33251  0.208
H -0.99962 -2.20773 -0.88345  0.149
H -1.85781 1.30935 -0.64581  0.233
H 1.80514 1.66149 -0.82636  0.074
H 0.75110 -1.71119 -0.85013  0.103
H 1.69605 1.25650 1.02795  0.015
H -1.44269 1.13217 1.10718  0.223

The following is a quantum chemistry calculation of 2 unconnected molecules or ions with the total composition C3H7ClNO2P, from OMol25.

Output
Total charge: 0
Gap between HOMO and LUMO: 8.83 eV
2S+1: 1
Maximum force: 3.4 eV/A
Energy relative to the best compared isomer or geometry (same formula, charge and spin): 2.732 eV

Each line ends with the Löwdin charge.
CARTESIAN COORDINATES (ANGSTROEM)
Cl 0.85726 -2.26021 1.31083  0.197
P 0.63340 -1.11523 -0.34885  0.356
O 1.70432 -1.32851 -4.68311  0.015
O 1.89091 -0.41026 -0.55545  -0.508
N -0.56728 0.12358 0.80053  -0.301
C -1.79911 -0.18756 0.86957  -0.002
C 1.59027 -1.74521 -3.56645  -0.164
C 0.09606 1.29675 1.42095  -0.078
H 0.80011 -1.57817 -2.88803  -0.022
H -2.11467 -0.97250 0.24661  0.053
H -2.45945 0.32472 1.66057  0.129
H -0.53400 2.02053 1.99384  0.106
H 0.79893 1.53873 0.65693  0.056
H 2.28172 -2.37049 -3.05075  0.066
H 0.93976 1.05555 2.10242  0.096

The following is a quantum chemistry calculation of C3H7ClO2Si in the gas phase, from OMol25.

Output
Total charge: 0
Gap between HOMO and LUMO: 11.31 eV
2S+1: 1
Structure (SMILES): C[Si](C)(Cl)OC=O
Maximum force: 3.4 eV/A
Energy relative to the best compared isomer or geometry (same formula, charge and spin): 0.469 eV

Each line ends with the Löwdin charge.
CARTESIAN COORDINATES (ANGSTROEM)
Cl 2.76928 0.26667 0.73656  0.447
Si 0.80842 0.12102 0.47428  0.034
O -0.01548 1.17670 3.95118  0.114
O 0.15899 0.87178 1.75218  -0.109
C 0.35593 -1.78371 0.35822  -0.164
C 0.13499 1.09490 -0.97733  -0.144
C 0.08939 0.48402 2.99417  -0.436
H -0.27050 -2.10814 -0.48315  0.029
H 1.01779 1.33718 -1.59630  0.046
H 0.27675 -0.58772 3.08873  0.129
H 1.15618 -2.47718 0.27385  0.004
H -0.25982 -1.99802 1.25486  0.026
H -0.52949 0.46218 -1.45218  0.000
H -0.30188 1.94603 -0.51948  0.024

The following is a quantum chemistry calculation of 2 unconnected molecules or ions with the total composition C3H7ClOS, from OMol25.

Output
Total charge: 0
Gap between HOMO and LUMO (spin up / spin down): 6.27 / 9.19 eV
2S+1: 3
Maximum force: 4.4 eV/A
Energy relative to the best compared isomer or geometry (same formula, charge and spin): 0.850 eV

Each line ends with the Mulliken spin population.
CARTESIAN COORDINATES (ANGSTROEM)
Cl -1.01999 -2.35124 -1.94562  0.021
S -1.75441 -0.52289 -1.14430  0.678
O -2.56395 -0.78504 0.07416  0.373
C 0.74572 1.23663 -0.57401  -0.016
C 0.46075 -0.12729 -0.11277  0.777
C 0.22906 -0.31160 1.30354  0.001
H 1.87185 1.44727 -0.37523  0.067
H -0.78338 -0.65808 1.57703  0.052
H 0.12011 2.10049 -0.06818  0.013
H 0.68248 1.30407 -1.57550  0.001
H 0.23953 0.60924 1.88364  0.011
H 1.00996 -0.83390 -0.74002  -0.003
H 0.76226 -1.10765 1.69726  0.024

The following is a quantum chemistry calculation of a molecular structure, C3H7ClS, from OMol25.

Output
Total charge: 0
Gap between HOMO and LUMO: 8.47 eV
2S+1: 1
Maximum force: 5.0 eV/A
Energy relative to the best compared isomer or geometry (same formula, charge and spin): 4.738 eV

Each line ends with the Löwdin charge.
CARTESIAN COORDINATES (ANGSTROEM)
Cl -0.46194 -1.31744 1.21784  0.627
S 2.21675 0.02819 1.56289  0.459
C -0.01213 -0.39167 -0.08610  -0.977
C 0.75324 0.79251 0.47835  -0.576
C -1.25089 -0.30856 -1.23380  -0.136
H 1.31127 0.45922 3.20763  0.094
H -2.31038 -0.23052 -0.83898  0.030
H 1.35128 1.13717 -0.48491  0.099
H 0.10250 1.54633 0.97645  0.076
H -1.28229 -1.42810 -2.12088  0.164
H -1.18584 0.61921 -2.07225  0.093
H 0.76842 -0.90633 -0.60624  0.047

Number 1: E -763.35811 hartree. Number 2: E -763.38086 hartree. Number 3: E -1086.24677 hartree. Number 4: E -708.23214 hartree. Number 5: E -1125.24650 hartree. Number 6: E -1018.77648 hartree. Number 7: E -1051.96782 hartree. Number 8: E -976.69990 hartree.